ORCA calculation (ωB97M-V/def2-TZVPD) on the ion C10H12NO with charge +1.

```
! RIJCOSX wB97M-V def2-TZVPD def2/J DEFGRID3
* xyz 1 1
C 3.448 -0.075 0.083
C 2.848 1.043 -0.535
C 2.600 -1.088 0.552
C 1.479 1.197 -0.562
C 1.228 -1.004 0.391
C 0.640 0.176 -0.064
C -0.739 0.328 -0.028
C -1.481 1.482 0.469
C -2.895 1.101 0.191
C -1.468 -2.088 -0.542
N -1.596 -0.666 -0.247
O -2.925 -0.305 -0.050
H 4.512 -0.175 0.254
H 3.487 1.869 -0.952
H 2.962 -2.106 0.858
H 1.294 2.220 -0.932
H 0.567 -1.719 0.984
H -1.252 1.778 1.540
H -1.134 2.316 -0.155
H -3.492 1.231 1.191
H -3.492 1.755 -0.650
H -2.525 -2.316 -1.093
H -1.450 -2.609 0.468
H -0.615 -2.346 -1.171
*
```

Computed properties:
M: 162.2 g mol⁻¹
SMILES string: C[N+]1=C(c2ccccc2)CCO1
Kohn-Sham gap: 8.84 eV